(1)
Formula: C56H130O29P6
Source: OMol25
Level of theory: wB97M-V/def2-TZVPD

Geometry as XYZ:
```
221
C56H130O29P6, DFT wB97M-V/def2-TZVPD
C 14.65182 -21.90036 13.82773
C 16.09352 -22.09152 14.15724
O 16.84538 -21.89415 12.94110
P 18.04752 -20.78179 12.93195
O 18.73335 -20.68966 11.64205
O 18.99095 -21.21141 14.19420
C 19.95837 -22.22367 14.10449
C 21.14955 -21.77704 14.97069
O 17.18486 -19.49489 13.41601
C 17.86043 -18.30152 13.78337
C 16.76947 -17.31124 14.09805
H 14.45867 -20.88208 13.49026
H 14.33093 -22.55390 13.01654
H 13.94686 -22.20734 14.60032
H 16.45426 -21.44161 14.95449
H 16.20156 -23.06328 14.63901
H 19.61611 -23.17074 14.52162
H 20.23049 -22.37079 13.05930
H 21.54374 -20.83624 14.58651
H 20.76396 -21.64841 15.98207
H 21.93937 -22.52779 14.99664
H 18.42343 -18.53573 14.68685
H 18.53343 -17.96308 12.99557
H 16.06332 -17.64904 14.85656
H 17.13607 -16.33525 14.41605
H 16.14699 -16.94817 13.28025
C 18.55547 -24.11462 9.65283
C 19.83693 -23.39805 10.07894
O 21.00896 -24.08076 9.54294
P 22.24327 -24.43577 10.49761
O 23.30725 -25.26724 9.83158
O 22.74343 -23.08435 11.16377
C 23.15921 -21.98580 10.34054
C 22.47764 -20.69958 10.87152
O 21.50468 -25.25517 11.67841
C 22.32523 -26.00573 12.58158
C 21.57876 -26.19130 13.89645
H 17.72205 -23.43516 9.83129
H 18.50196 -24.30805 8.58147
H 18.42966 -25.10904 10.08109
H 19.73347 -22.35718 9.77237
H 19.82203 -23.34001 11.16728
H 24.23593 -21.82717 10.40049
H 22.83460 -22.10510 9.30685
H 22.42426 -19.90383 10.12853
H 21.41918 -20.87270 11.06594
H 22.96649 -20.20803 11.71265
H 22.55001 -26.92059 12.03332
H 23.30078 -25.53392 12.69909
H 21.72432 -25.27520 14.46887
H 20.51096 -26.32766 13.72526
H 22.01342 -26.95590 14.54033
C 18.93540 -8.76913 16.76558
C 19.33966 -9.91954 15.88351
O 20.59346 -10.35803 16.23603
P 20.81308 -11.62259 17.26958
O 20.23157 -11.38195 18.62424
O 20.21020 -12.88553 16.47335
C 20.54555 -13.14936 15.18876
C 19.67192 -14.24602 14.63960
O 22.40960 -11.85711 17.24725
C 22.99867 -13.01416 17.77833
C 24.49671 -12.66678 17.76709
H 17.95811 -8.40650 16.44694
H 18.91382 -9.09064 17.80685
H 19.55179 -7.87294 16.69488
H 18.53352 -10.62998 16.06659
H 19.31580 -9.63546 14.83144
H 20.37925 -12.29376 14.53424
H 21.58789 -13.43900 15.05557
H 19.97915 -14.46110 13.61615
H 19.74382 -15.09168 15.32356
H 18.63468 -13.91305 14.60281
H 22.57352 -13.18741 18.76693
H 22.79699 -13.90762 17.18745
H 24.76815 -12.00341 18.58829
H 25.15074 -13.53259 17.87053
H 24.72238 -12.05509 16.89358
C 27.52722 -24.77789 11.39750
C 26.21892 -24.19120 11.89081
O 26.40419 -22.82245 11.97859
P 25.59845 -22.05322 13.21206
O 24.46993 -22.81991 13.84175
O 26.81849 -21.68168 14.21367
C 27.53469 -22.64275 14.98031
C 29.04485 -22.46237 14.76644
O 25.16340 -20.61459 12.57364
C 26.10420 -19.65031 12.14724
C 26.65046 -19.89369 10.72173
H 27.21611 -25.76329 11.05065
H 28.02844 -24.23336 10.59728
H 28.21016 -24.97835 12.22303
H 25.45665 -24.33200 11.12451
H 25.97244 -24.65973 12.84361
H 27.37370 -22.50922 16.05006
H 27.14404 -23.61481 14.67931
H 29.44552 -22.32058 13.76272
H 29.39795 -21.66753 15.42344
H 29.57417 -23.36376 15.07537
H 25.65009 -18.66053 12.19454
H 26.92573 -19.64778 12.86360
H 27.34930 -19.08917 10.49269
H 27.15389 -20.85788 10.65112
H 25.88582 -19.88765 9.94494
C 21.26246 -12.94006 8.35933
C 20.75395 -14.25440 7.80289
O 21.71288 -15.26733 8.04926
P 21.56226 -16.13123 9.37721
O 21.16702 -15.31648 10.59031
O 22.93463 -16.89742 9.46652
C 23.86356 -16.77981 10.53373
C 24.52693 -15.43769 10.42855
O 20.60459 -17.32796 8.85070
C 19.89883 -18.14584 9.73517
C 18.52266 -17.54902 9.95487
H 22.28038 -12.69491 8.05627
H 20.57635 -12.15495 8.04158
H 21.19276 -12.96878 9.44672
H 19.73723 -14.51975 8.09266
H 20.64175 -14.07215 6.73410
H 23.37632 -16.86443 11.50509
H 24.61028 -17.57204 10.48033
H 23.76625 -14.66964 10.28862
H 25.20904 -15.26103 11.26019
H 25.12203 -15.26059 9.53267
H 19.70389 -19.11462 9.27523
H 20.50211 -18.28481 10.63229
H 17.90219 -18.14089 10.62780
H 18.53945 -16.58240 10.45832
H 17.94054 -17.46311 9.03735
C 31.96401 -17.81116 14.27127
C 31.56080 -16.55467 13.48980
O 30.47352 -15.84204 14.06516
P 29.03980 -16.51727 14.39724
O 28.21554 -16.96803 13.25962
O 29.39894 -17.69301 15.41001
C 28.45132 -18.75045 15.68542
C 27.46417 -18.18915 16.68671
O 28.24874 -15.39570 15.29664
C 27.98002 -14.16712 14.67885
C 26.59341 -14.06214 14.01589
H 31.86960 -17.62203 15.34057
H 31.29372 -18.63443 14.02419
H 32.98098 -18.11557 14.02386
H 32.42121 -15.90060 13.34836
H 31.24014 -16.78253 12.47326
H 27.91242 -19.07835 14.79651
H 28.92266 -19.60986 16.16225
H 26.93247 -17.34181 16.25381
H 26.73090 -18.94599 16.96528
H 27.99911 -17.81903 17.56132
H 27.96875 -13.47729 15.52272
H 28.79835 -13.84761 14.03358
H 25.78129 -14.42457 14.64612
H 26.43742 -13.02551 13.71730
H 26.67195 -14.65514 13.10468
C 18.05782 -18.25943 17.57433
C 17.17071 -19.47592 17.28781
C 18.18926 -20.64691 17.37714
O 19.49188 -20.10544 17.53740
C 19.29137 -18.85185 18.15497
H 17.65529 -17.57198 18.31829
H 18.25932 -17.74791 16.63312
H 16.61749 -19.47218 16.34864
H 16.38108 -19.63786 18.02153
H 18.18978 -21.36743 16.55925
H 17.96384 -21.21657 18.27868
H 20.18951 -18.24011 18.06995
H 19.29585 -19.06491 19.22392
C 23.80682 -21.65477 19.65251
C 23.39478 -20.91299 18.39215
C 24.69000 -20.36168 17.78971
O 25.64292 -20.38652 18.89413
C 25.38715 -21.50894 19.70948
H 23.56242 -22.71578 19.60109
H 23.23475 -21.26750 20.49563
H 22.70919 -20.09986 18.63064
H 22.83062 -21.55736 17.71790
H 24.56561 -19.35632 17.38736
H 25.12925 -20.93996 16.97684
H 25.66579 -21.32380 20.74687
H 25.91574 -22.39235 19.35132
C 25.57579 -16.97913 19.60961
C 25.76787 -16.42774 21.01254
C 24.38157 -16.54839 21.68645
O 23.48803 -16.38640 20.58052
C 24.05650 -17.15248 19.49896
H 26.07367 -17.93131 19.42640
H 25.94536 -16.34766 18.80166
H 26.01817 -15.37802 20.85910
H 26.58751 -16.98360 21.46787
H 24.10584 -15.83910 22.46682
H 24.22512 -17.53205 22.12919
H 23.61577 -16.88372 18.53895
H 23.82468 -18.20418 19.66712
C 23.64946 -12.43237 12.76176
C 23.50123 -11.32728 13.79066
C 23.62239 -10.12198 12.82834
O 22.77734 -10.48382 11.76387
C 22.82043 -11.88127 11.60412
H 23.33013 -13.42405 13.08222
H 24.67249 -12.49022 12.39007
H 24.34806 -11.49157 14.45698
H 22.52605 -11.26264 14.27329
H 24.66391 -9.95479 12.55376
H 23.21500 -9.28925 13.40166
H 23.29801 -12.11225 10.65193
H 21.79950 -12.25950 11.65655
C 24.13801 -17.37766 15.08284
C 23.13022 -18.55943 14.91958
C 21.89643 -17.88785 15.48169
O 21.99354 -16.55738 14.87542
C 23.32988 -16.18818 14.59307
H 25.02986 -17.48774 14.46593
H 24.50859 -17.30490 16.10532
H 23.36948 -19.45694 15.48996
H 23.00197 -18.85319 13.87778
H 22.04087 -17.83285 16.56068
H 20.93818 -18.36710 15.28124
H 23.60456 -15.28328 15.13510
H 23.54343 -16.07675 13.53002
```

Computed properties:
Multiplicity ... 1
Charge ... 0
SMILES ... CCOP(=O)(OCC)OCC.CCOP(=O)(OCC)OCC.CCOP(=O)(OCC)OCC.CCOP(=O)(OCC)OCC.CCOP(=O)(OCC)OCC.CCOP(=O)(OCC)OCC.C1CCOC1.C1CCOC1.C1CCOC1.C1CCOC1.C1CCOC1

---

(2)
Formula: C20H25N3O4S
Source: OMol25
Level of theory: wB97M-V/def2-TZVPD

Geometry as XYZ:
```
53
C20H25N3O4S, DFT wB97M-V/def2-TZVPD
O 1.90748 3.80100 0.15915
C 1.45465 2.67584 0.17977
N 1.88919 1.66932 -0.59766
H 1.54556 0.73036 -0.44039
C 2.95141 1.82720 -1.55815
H 2.59586 1.51362 -2.54469
C 4.17628 0.98094 -1.18961
C 4.70946 1.27244 0.22757
H 4.26914 2.17888 0.63692
H 5.79242 1.39116 0.20562
C 4.32383 0.02031 1.01616
H 5.02087 -0.21020 1.81819
H 3.32140 0.12760 1.43166
C 4.32469 -1.03862 -0.08461
H 5.35107 -1.38038 -0.28632
H 3.69357 -1.90372 0.12353
O 3.79692 -0.39119 -1.22243
H 4.95395 1.15752 -1.94718
H 3.21878 2.88544 -1.58275
C 0.29227 2.28724 1.08480
H 0.00180 3.14580 1.68825
H 0.53041 1.42631 1.70858
S -1.17074 1.82669 0.10763
C -0.96995 0.08521 -0.00752
N 0.04959 -0.43768 0.58361
C 0.20844 -1.79574 0.54034
C 1.25567 -2.38877 1.25338
C 1.43466 -3.75177 1.19836
C 0.58218 -4.55398 0.44052
C -0.46510 -3.98725 -0.24913
C -0.66467 -2.60626 -0.20362
C -1.79418 -1.99650 -0.88961
O -2.62270 -2.58975 -1.54888
N -1.88453 -0.60392 -0.73731
C -3.05914 0.03275 -1.29114
H -2.82581 1.07526 -1.51224
H -3.32221 -0.50137 -2.20736
C -4.23081 -0.06687 -0.29222
H -4.51254 -1.12319 -0.20812
C -5.40038 0.82815 -0.71131
H -6.33972 0.40343 -0.35719
H -5.45276 0.95323 -1.78997
C -5.08970 2.12487 0.03409
H -4.36284 2.72090 -0.51787
C -4.46564 1.59438 1.32277
H -5.23717 1.38493 2.07587
H -3.72539 2.27324 1.75209
O -3.81414 0.37842 0.98791
H -5.97339 2.72891 0.22303
H -1.15168 -4.58350 -0.83068
H 0.74130 -5.62086 0.40510
H 2.24360 -4.20710 1.75120
H 1.89876 -1.76275 1.85185
```

Computed properties:
Energy relative to the best compared isomer or geometry (same formula, charge and spin) ... 123.6 kJ/mol
Multiplicity ... 1
Charge ... 0
SMILES ... O=C(CSc1nc2ccccc2c(=O)n1C[C@@H]1CCCO1)NC[C@H]1CCCO1

---

(3)
Formula: C6H40N2O13
Source: OMol25
Level of theory: wB97M-V/def2-TZVPD

Geometry as XYZ:
```
61
C6H40N2O13, DFT wB97M-V/def2-TZVPD
C 0.25770 -2.97160 0.80701
C -0.30321 -1.63451 0.30935
C 0.66756 -0.48356 0.54736
C 0.71072 -0.08161 2.01856
N -1.87717 2.54492 2.69159
C -0.75309 1.87063 2.25345
C -0.55666 0.54584 2.47553
N -0.55075 -1.76176 -1.20092
H 0.35199 -2.92954 1.90438
H 1.20723 -3.23352 0.32794
H -0.46110 -3.77884 0.68788
H -1.31775 -1.43611 0.81074
H 0.31575 0.36088 -0.07252
H 1.69105 -0.73588 0.17678
H 1.59092 0.65793 2.21837
H 1.00010 -0.97838 2.64593
H -2.65893 2.06669 3.00609
H -2.14832 3.41622 2.22267
H -0.01048 2.49025 1.75222
H -1.25886 -0.10357 2.94886
H -1.45215 -2.24477 -1.35456
H 0.26179 -2.27226 -1.66147
H -3.70532 -1.72541 -1.64225
H -3.24118 -1.34358 -0.24757
O -3.21006 -2.06024 -0.85061
H 3.19876 -1.93526 -0.70554
H 3.51107 -2.42444 0.76387
O 3.79561 -1.79690 0.11444
H -2.72182 0.93769 -0.00940
H -2.59663 0.24341 1.41663
O -3.15598 0.22282 0.55171
H -0.47304 -1.70186 3.88912
H 0.24433 -2.31341 5.02747
O -0.07989 -2.52023 4.15162
H -1.03183 0.43668 -3.28965
H -0.69160 -0.80018 -1.72753
O -0.68111 0.48358 -2.42304
H -2.45789 2.67096 -1.59689
H -1.35765 1.43615 -1.57361
O -1.98825 2.04957 -0.98735
H 2.25721 0.71944 -3.19478
H 0.80245 0.05904 -3.00392
O 1.74841 -0.13230 -3.38619
H 1.97070 2.26950 -0.53727
H 2.56168 1.86403 0.76315
O 2.03142 2.52492 0.38707
H 4.57024 0.96454 1.23025
H 3.71764 -0.25612 0.82494
O 3.70304 0.60529 1.25713
H -0.78430 3.28562 -0.54978
H 0.60994 3.67814 0.01720
O -0.07171 3.91317 -0.57848
H 2.80497 -2.83339 -2.54975
H 2.06742 -1.39396 -2.51292
O 2.20744 -2.29145 -1.99369
H 0.52535 1.65699 -2.19243
H 0.91495 3.09534 -2.04029
O 1.30000 2.23560 -2.17986
H -4.27162 0.54355 -1.61706
H -2.90652 0.23682 -2.20936
O -3.82258 0.08844 -2.31064
```

Computed properties:
Energy relative to the best compared isomer or geometry (same formula, charge and spin) ... 25.6 kJ/mol
Multiplicity ... 1
Charge ... 0

---

Orbital gap values (in eV) by entry order: 9.986; 8.965; 8.394.
E_HOMO values (in Eh) by entry order: -0.3506; -0.3127; -0.2987.